Here is a cluster of 15 separate species, C90H189N11 in total at a distorted geometry from the OMol25 dataset. Energies are from ωB97M-V with the def2-TZVPD basis set.

Cartesian coordinates (Å):
C 16.56812 -26.39576 -19.02824
C 15.44192 -27.08756 -19.77467
N 14.23382 -27.04413 -18.97261
C 13.57882 -25.73927 -19.03787
C 12.31308 -25.59749 -18.18670
C 13.34378 -28.19021 -19.33477
C 12.84031 -28.20268 -20.81132
H 16.27407 -25.37002 -18.69980
H 17.50572 -26.31630 -19.60842
H 16.82262 -26.96171 -18.13545
H 15.36158 -26.62301 -20.79640
H 15.72888 -28.13055 -19.97012
H 14.29771 -24.98372 -18.61339
H 13.39697 -25.38414 -20.08942
H 12.57552 -25.77949 -17.15492
H 11.90926 -24.57776 -18.34178
H 11.49492 -26.34007 -18.38693
H 12.53705 -28.24097 -18.59688
H 13.93371 -29.10316 -19.12096
H 12.59083 -29.22433 -21.20898
H 13.47020 -27.75868 -21.53533
H 11.84215 -27.70062 -20.88743
C 15.48822 -23.89581 -11.71630
C 16.57665 -23.94464 -10.68043
N 16.20447 -24.40856 -9.37302
C 16.49997 -25.86653 -9.08439
C 17.97390 -26.21243 -8.77741
C 16.63189 -23.51092 -8.28628
C 16.06877 -22.10118 -8.38540
H 14.69090 -23.19903 -11.36412
H 15.02665 -24.91555 -11.94798
H 15.88140 -23.43921 -12.63209
H 17.33822 -24.73332 -11.01654
H 17.07511 -23.00337 -10.60985
H 15.82965 -26.12379 -8.21569
H 16.09603 -26.45831 -9.87759
H 18.10534 -27.32062 -8.87963
H 18.59402 -25.66698 -9.53709
H 18.30968 -25.81700 -7.80390
H 17.69025 -23.50167 -8.30257
H 16.29672 -23.91458 -7.33519
H 16.37095 -21.48312 -9.16567
H 16.37860 -21.49814 -7.52431
H 15.01198 -22.14184 -8.41273
C 5.97375 -18.57281 -6.43395
C 6.03934 -19.23045 -7.80253
N 7.17932 -18.75651 -8.61843
C 8.19626 -19.77263 -8.68937
C 8.98039 -19.95978 -7.38945
C 6.75601 -18.43050 -9.99514
C 5.72655 -19.34600 -10.69466
H 6.72157 -18.96349 -5.76728
H 5.07625 -18.63158 -5.86297
H 5.98383 -17.51671 -6.56373
H 5.92658 -20.34796 -7.79503
H 5.17596 -18.78003 -8.30950
H 7.83622 -20.68601 -9.13378
H 8.98628 -19.33383 -9.36651
H 8.29846 -20.37666 -6.67142
H 9.79288 -20.68128 -7.51148
H 9.31480 -19.08046 -6.87279
H 7.65405 -18.21627 -10.58673
H 6.16469 -17.44245 -9.91357
H 6.12073 -20.36701 -10.77260
H 5.54624 -18.97950 -11.70390
H 4.79683 -19.36089 -10.09382
C 8.70440 -20.28775 -12.86243
C 7.84543 -21.56334 -12.94318
N 6.55246 -21.35423 -13.49160
C 6.57804 -20.81724 -14.87393
C 7.27679 -21.65393 -15.97374
C 5.76048 -22.55075 -13.27970
C 4.33867 -22.43896 -13.89185
H 8.90192 -19.89541 -13.84373
H 9.65763 -20.53623 -12.39518
H 8.18055 -19.48324 -12.39870
H 8.41581 -22.36662 -13.48614
H 7.73993 -21.98350 -11.88179
H 6.95624 -19.78809 -14.82623
H 5.44614 -20.74575 -15.17813
H 8.38186 -21.77272 -15.88054
H 7.17359 -21.01619 -16.83463
H 6.82887 -22.69533 -16.12891
H 6.20310 -23.48515 -13.68269
H 5.60752 -22.80461 -12.26923
H 3.67972 -21.77639 -13.34154
H 4.33989 -22.15222 -14.93830
H 3.88337 -23.42504 -13.77728
C 8.07630 -27.34872 -12.75314
C 7.90630 -27.30575 -11.21504
N 6.46298 -27.29347 -10.74123
C 6.45483 -27.79843 -9.34617
C 6.36779 -29.29579 -9.43014
C 5.80723 -25.99846 -10.83441
C 6.36905 -24.95188 -9.88874
H 7.62608 -26.47518 -13.14745
H 7.60774 -28.17977 -13.25875
H 9.09878 -27.47659 -13.08856
H 8.37590 -28.23795 -10.77576
H 8.47799 -26.47713 -10.82286
H 7.27589 -27.40876 -8.67329
H 5.54356 -27.42723 -8.87629
H 7.01390 -29.70730 -10.21570
H 6.52535 -29.81978 -8.49664
H 5.34604 -29.46723 -9.81681
H 4.73142 -26.22423 -10.73137
H 5.96222 -25.57699 -11.83291
H 6.15077 -25.12268 -8.84556
H 5.98829 -23.95213 -10.21666
H 7.44251 -24.89718 -9.87511
C 8.46752 -27.48249 -18.49553
C 7.41661 -28.48401 -18.05245
N 6.05524 -27.98321 -17.77209
C 5.41798 -27.38895 -19.04351
C 5.57653 -28.18948 -20.30124
C 5.66625 -27.42332 -16.51397
C 4.29869 -27.98085 -15.93890
H 9.42112 -28.02086 -18.49344
H 8.54288 -26.72727 -17.73405
H 8.28421 -27.11770 -19.52159
H 7.31263 -29.32834 -18.73434
H 7.68347 -28.85347 -17.04986
H 4.38132 -27.14340 -18.81202
H 5.84999 -26.46243 -19.29027
H 5.40307 -29.27742 -20.06785
H 5.00262 -27.79410 -21.12645
H 6.56390 -28.13438 -20.76508
H 5.46653 -26.29061 -16.61568
H 6.50263 -27.53199 -15.79855
H 4.43618 -28.99981 -15.61131
H 3.58395 -28.17734 -16.70836
H 3.90966 -27.37543 -15.17175
C 15.92672 -29.79265 -15.30969
C 16.14201 -28.38896 -15.74461
N 16.39985 -27.54421 -14.58583
C 17.66069 -27.86811 -13.86199
C 17.80817 -27.14384 -12.58072
C 16.17954 -26.12440 -14.90426
C 14.72101 -25.88688 -15.01916
H 15.25466 -29.84074 -14.40583
H 16.82345 -30.35373 -15.08078
H 15.31965 -30.35905 -16.00789
H 16.94535 -28.34830 -16.46775
H 15.29409 -28.01429 -16.21153
H 17.54215 -28.92310 -13.60923
H 18.54511 -27.76660 -14.57164
H 17.03745 -27.36972 -11.75548
H 18.84279 -27.42601 -12.29535
H 17.90843 -26.06702 -12.74050
H 16.84827 -25.91568 -15.74221
H 16.63057 -25.43565 -14.17292
H 14.23730 -26.53208 -14.28194
H 14.32628 -26.28565 -16.02224
H 14.34619 -24.86329 -14.93021
C 10.73834 -31.57341 -17.83639
C 9.79803 -31.07681 -16.76065
N 10.43574 -30.34051 -15.66984
C 10.80973 -28.96226 -16.00623
C 12.13870 -28.69163 -15.41725
C 9.60974 -30.34962 -14.43042
C 9.68092 -31.62523 -13.64385
H 11.23371 -30.75748 -18.47935
H 10.11016 -32.21257 -18.49275
H 11.48593 -32.23345 -17.49417
H 9.02658 -30.51125 -17.31707
H 9.29632 -31.95914 -16.24951
H 9.91217 -28.34712 -15.72153
H 10.73606 -28.94659 -17.10035
H 12.09629 -28.62743 -14.29906
H 12.51148 -27.69880 -15.77087
H 12.87591 -29.41729 -15.71755
H 9.93676 -29.48950 -13.82619
H 8.51061 -30.08291 -14.73353
H 10.68772 -31.89061 -13.43212
H 9.12812 -31.61654 -12.69436
H 9.22584 -32.39500 -14.25061
C 14.34202 -18.51474 -17.70177
C 13.92944 -19.21126 -18.99410
N 12.97087 -18.47268 -19.84334
C 13.61642 -17.20636 -20.29347
C 14.91035 -17.42786 -21.07695
C 11.60592 -18.21823 -19.24925
C 10.62645 -18.16884 -20.44417
H 13.48502 -17.91379 -17.35709
H 15.15278 -17.77112 -17.79493
H 14.55809 -19.21803 -16.92213
H 14.78887 -19.40662 -19.62731
H 13.52781 -20.17900 -18.68316
H 12.91755 -16.70184 -20.92248
H 13.64888 -16.49898 -19.46584
H 15.69440 -17.73383 -20.38396
H 14.77760 -18.09375 -21.88740
H 15.20303 -16.52025 -21.58363
H 11.47093 -17.28409 -18.68548
H 11.49888 -19.09169 -18.66074
H 10.70845 -17.26042 -20.99740
H 9.60336 -18.26330 -20.06176
H 10.81581 -18.98774 -21.04869
C 11.49879 -21.37799 -21.47664
C 10.65793 -22.38120 -20.68959
N 9.55599 -22.94583 -21.44942
C 8.56099 -23.48936 -20.49010
C 7.86833 -22.41998 -19.66389
C 10.07144 -24.04806 -22.33202
C 9.07234 -24.29403 -23.42565
H 10.81602 -20.70163 -22.02972
H 12.20962 -21.86693 -22.22887
H 12.20139 -20.80282 -20.90231
H 11.34233 -23.13001 -20.27584
H 10.28565 -21.93009 -19.78802
H 7.73261 -24.01077 -20.96720
H 9.00673 -24.19328 -19.78946
H 7.01110 -22.88799 -19.11313
H 8.45422 -21.85884 -18.98907
H 7.36059 -21.69589 -20.30000
H 10.30953 -24.91870 -21.75206
H 11.00466 -23.66022 -22.74377
H 8.82316 -23.39960 -23.97440
H 8.20665 -24.80883 -22.95347
H 9.41765 -25.03568 -24.14887
C 11.79463 -21.03441 -15.29498
C 11.82132 -22.50098 -15.53550
N 11.05831 -23.21645 -14.51403
C 11.74099 -23.20762 -13.21447
C 10.86384 -23.43894 -12.05342
C 10.68229 -24.61341 -14.85075
C 9.55902 -24.78397 -15.85454
H 12.51302 -20.50390 -15.90654
H 12.07057 -20.90268 -14.27762
H 10.77940 -20.61945 -15.47152
H 11.47883 -22.85872 -16.50719
H 12.87193 -22.84083 -15.53158
H 12.55395 -24.00102 -13.21364
H 12.26557 -22.23523 -13.01779
H 10.16730 -24.29560 -12.12676
H 11.45080 -23.43316 -11.11770
H 10.20867 -22.59807 -11.96529
H 10.30869 -25.14372 -13.95458
H 11.58891 -25.17425 -15.25568
H 9.45067 -25.83089 -16.04975
H 9.77222 -24.41019 -16.79842
H 8.58351 -24.38477 -15.52985
C 10.35249 -24.58027 -6.86484
C 11.07344 -25.62939 -7.53630
C 12.17374 -25.23698 -8.34345
C 12.60394 -23.94391 -8.42431
C 11.90832 -22.89820 -7.76946
C 10.79009 -23.21834 -7.01184
H 9.54460 -24.84811 -6.16949
H 10.82697 -26.70427 -7.46742
H 12.76067 -26.05189 -8.78584
H 13.46044 -23.68771 -9.06382
H 12.23144 -21.85702 -7.83186
H 10.13960 -22.44611 -6.57436
C 13.83945 -18.17340 -13.58683
C 12.78227 -18.17246 -12.68434
C 12.67872 -19.19423 -11.78650
C 13.74858 -20.11206 -11.61881
C 14.83085 -20.09094 -12.46608
C 14.88403 -19.13470 -13.50264
H 13.84295 -17.39449 -14.38427
H 11.95685 -17.47228 -12.82745
H 11.81653 -19.30014 -11.16422
H 13.66967 -20.91680 -10.90648
H 15.62345 -20.82619 -12.34164
H 15.67889 -19.19780 -14.24493
C 13.86290 -28.40971 -11.91000
C 13.53024 -29.76509 -11.67933
C 12.24262 -30.03971 -11.13603
C 11.38099 -28.96544 -10.90036
C 11.71675 -27.67545 -11.18522
C 12.98451 -27.41892 -11.68169
H 14.88083 -28.21713 -12.25815
H 14.17776 -30.57999 -11.94022
H 11.79432 -31.01883 -11.13089
H 10.40015 -29.15488 -10.45587
H 11.09151 -26.84948 -10.85848
H 13.24548 -26.37628 -11.78114
C 17.46897 -21.11374 -17.35072
C 16.47997 -21.92660 -16.79319
C 16.45681 -22.21369 -15.42692
C 17.44848 -21.61614 -14.60928
C 18.41340 -20.80984 -15.18264
C 18.41688 -20.53039 -16.56996
H 17.43074 -20.90008 -18.44252
H 15.75374 -22.34607 -17.39677
H 15.69447 -22.89414 -15.05676
H 17.52515 -21.89300 -13.54493
H 19.16308 -20.26829 -14.59334
H 19.23243 -19.85464 -16.99719

Calculated values
- HOMO level: -7.86 eV
- Spin multiplicity: 1
- F_max: 3.5 eV/A